(1)
{"formula": "C24H72Al2B3N4O8", "method": "wB97M-V/def2-TZVPD", "elements": ["Al", "Al", "B", "H", "H", "H", "H", "B", "H", "H", "H", "H", "B", "H", "H", "H", "H", "C", "O", "C", "C", "N", "C", "C", "O", "C", "H", "H", "H", "H", "H", "H", "H", "H", "H", "H", "H", "H", "H", "H", "H", "C", "O", "C", "C", "N", "C", "C", "O", "C", "H", "H", "H", "H", "H", "H", "H", "H", "H", "H", "H", "H", "H", "H", "H", "C", "O", "C", "C", "N", "C", "C", "O", "C", "H", "H", "H", "H", "H", "H", "H", "H", "H", "H", "H", "H", "H", "H", "H", "C", "O", "C", "C", "N", "C", "C", "O", "C", "H", "H", "H", "H", "H", "H", "H", "H", "H", "H", "H", "H", "H", "H", "H"], "positions_angstrom": [[0.126, -6.788, 9.274], [2.073, -10.211, 12.629], [-0.768, -8.786, 11.652], [0.020, -8.466, 12.316], [-1.281, -9.612, 12.120], [-1.458, -7.980, 11.454], [-0.352, -9.137, 10.721], [1.980, -9.420, 9.492], [1.648, -8.707, 10.231], [1.412, -9.272, 8.587], [3.057, -9.390, 9.426], [1.664, -10.387, 9.850], [2.420, -7.141, 12.337], [3.028, -7.926, 11.914], [1.601, -6.867, 11.691], [2.091, -7.550, 13.280], [3.024, -6.267, 12.522], [3.971, -4.296, 14.873], [4.578, -4.517, 16.134], [3.799, -4.199, 17.317], [4.236, -5.062, 18.529], [5.541, -4.658, 19.194], [6.046, -5.638, 20.081], [7.176, -5.180, 20.852], [8.297, -4.600, 20.069], [8.192, -3.198, 19.655], [4.385, -4.984, 14.135], [4.338, -3.365, 14.441], [2.887, -4.320, 14.765], [2.782, -4.551, 17.146], [3.758, -3.121, 17.476], [4.309, -5.991, 17.963], [3.444, -5.213, 19.263], [6.193, -4.161, 18.604], [6.360, -6.500, 19.492], [5.176, -6.056, 20.587], [7.637, -6.057, 21.306], [6.852, -4.382, 21.520], [9.176, -2.844, 19.348], [8.005, -2.446, 20.422], [7.494, -3.149, 18.820], [-1.494, -5.132, 12.440], [-0.344, -4.960, 11.574], [0.466, -3.895, 12.080], [1.630, -3.680, 11.051], [2.241, -4.776, 10.486], [3.391, -4.508, 9.594], [4.098, -5.842, 9.032], [3.243, -6.758, 8.347], [3.934, -7.629, 7.497], [-2.133, -5.879, 11.968], [-2.164, -4.296, 12.644], [-1.328, -5.781, 13.300], [0.889, -4.362, 12.969], [-0.056, -2.994, 12.405], [2.419, -3.231, 11.656], [1.324, -2.846, 10.420], [2.510, -5.353, 11.270], [4.103, -3.821, 10.052], [3.052, -3.918, 8.743], [4.470, -6.357, 9.917], [4.920, -5.694, 8.331], [3.218, -8.270, 6.984], [4.532, -8.219, 8.192], [4.552, -7.242, 6.687], [-0.479, -8.529, 15.143], [-0.008, -9.775, 14.758], [-0.945, -10.775, 15.205], [-0.795, -12.235, 14.753], [0.638, -12.572, 14.329], [0.693, -13.946, 13.783], [-0.077, -13.958, 12.414], [0.304, -12.749, 11.651], [0.031, -12.887, 10.210], [-1.516, -8.208, 15.053], [0.083, -7.767, 14.603], [-0.077, -8.165, 16.089], [-2.009, -10.557, 15.298], [-0.639, -10.968, 16.233], [-1.629, -12.290, 14.053], [-1.087, -12.909, 15.559], [0.982, -12.618, 15.277], [0.158, -14.598, 14.473], [1.764, -14.151, 13.763], [-1.142, -13.907, 12.640], [-0.020, -14.952, 11.970], [0.677, -13.655, 9.785], [0.209, -11.997, 9.607], [-1.008, -13.182, 10.059], [2.776, -8.212, 16.017], [3.482, -9.203, 15.250], [4.512, -10.056, 15.869], [3.883, -11.516, 16.025], [3.579, -12.185, 14.781], [4.724, -12.691, 13.928], [5.666, -11.623, 13.313], [4.896, -10.569, 12.736], [5.743, -9.658, 12.015], [3.401, -7.736, 16.772], [1.980, -8.830, 16.433], [2.397, -7.433, 15.355], [4.616, -9.674, 16.885], [5.473, -9.970, 15.362], [2.941, -11.438, 16.567], [4.374, -12.147, 16.766], [3.210, -12.992, 15.264], [4.214, -13.252, 13.146], [5.219, -13.472, 14.505], [6.079, -12.099, 12.423], [6.552, -11.343, 13.883], [6.475, -10.137, 11.366], [6.250, -8.849, 12.540], [5.132, -9.209, 11.231]], "mol_weight_g_mol": 631.26, "charge": 2, "homo_energy_ev": [-11.57, -11.56], "de_lowest_kj_mol": 277.94, "energy_ev": -63579.5478, "spin_multiplicity": 2, "orbital_gap_ev": [1.76, 1.76]}

***

(2)
{"formula": "C42H48N6PbSi", "method": "wB97M-V/def2-TZVPD", "elements": ["Pb", "C", "C", "C", "N", "C", "C", "C", "C", "C", "C", "C", "N", "C", "C", "C", "N", "C", "C", "C", "C", "C", "C", "C", "N", "C", "C", "H", "H", "H", "H", "H", "H", "H", "H", "H", "H", "H", "H", "H", "H", "H", "H", "H", "H", "H", "H", "H", "H", "H", "H", "H", "H", "C", "N", "C", "C", "C", "C", "C", "N", "C", "C", "C", "C", "C", "C", "H", "H", "H", "H", "H", "H", "H", "H", "H", "H", "H", "C", "Si", "C", "C", "C", "C", "C", "C", "C", "H", "H", "H", "H", "H", "H", "H", "H", "H", "H", "H"], "positions_angstrom": [[0.461, 0.478, 0.524], [0.425, -1.937, -3.354], [-0.839, -2.572, -2.785], [-1.267, -1.921, -1.475], [-0.169, -1.687, -0.539], [0.370, -2.704, 0.086], [-0.138, -3.990, 0.077], [0.218, -5.159, 0.711], [1.441, -5.539, 1.315], [2.508, -4.671, 1.563], [2.515, -3.241, 1.473], [1.585, -2.327, 0.969], [1.735, -1.102, 1.334], [2.691, -0.741, 2.355], [4.092, -0.417, 1.813], [4.161, 1.043, 1.223], [3.559, 1.084, -0.105], [4.363, 0.649, -1.033], [5.683, 0.100, -0.869], [6.705, 0.297, -1.721], [6.781, 0.965, -2.977], [5.691, 1.227, -3.766], [4.324, 0.813, -3.536], [3.738, 0.502, -2.366], [2.468, -0.133, -2.471], [1.465, 0.416, -3.051], [0.299, -0.378, -3.462], [1.318, -2.104, -2.784], [0.689, -2.206, -4.384], [-1.674, -2.338, -3.532], [-0.746, -3.664, -2.848], [-1.814, -1.030, -1.716], [-2.143, -2.540, -1.033], [-1.125, -4.055, -0.504], [-0.538, -5.885, 0.538], [1.472, -6.606, 1.526], [3.423, -5.165, 2.079], [3.408, -2.882, 1.961], [2.388, 0.194, 2.852], [2.822, -1.528, 3.121], [4.861, -0.521, 2.617], [4.344, -1.074, 1.031], [3.641, 1.740, 1.919], [5.164, 1.438, 1.095], [5.931, -0.306, 0.113], [7.640, -0.091, -1.316], [7.782, 1.149, -3.364], [5.845, 1.717, -4.716], [3.785, 0.703, -4.443], [-4.952, 2.342, 0.196], [1.510, 1.533, -3.234], [-0.496, -0.039, -2.793], [0.023, -0.098, -4.449], [-2.551, -0.770, 1.735], [-1.393, 0.036, 2.151], [-1.639, 0.946, 3.070], [-0.638, 1.861, 3.312], [-0.747, 3.056, 4.029], [0.373, 3.850, 3.637], [1.059, 3.074, 2.723], [0.496, 1.882, 2.559], [-2.639, -2.171, 2.375], [-1.605, -2.725, 3.091], [-1.774, -4.072, 3.500], [-2.854, -4.901, 3.122], [-3.915, -4.232, 2.473], [-3.733, -2.900, 2.010], [-2.562, -0.986, 0.679], [-3.411, -0.163, 1.892], [-2.590, 1.018, 3.648], [-1.559, 3.270, 4.740], [0.513, 4.917, 3.903], [1.949, 3.228, 2.127], [-0.658, -2.254, 3.256], [-1.047, -4.638, 4.053], [-2.974, -5.922, 3.354], [-4.871, -4.759, 2.316], [-4.617, -2.525, 1.531], [-5.153, 4.928, 1.031], [-4.131, 3.667, 0.163], [-2.406, 3.483, 0.628], [-3.909, 3.785, -1.734], [-3.694, 4.927, -2.506], [-3.548, 4.848, -3.892], [-3.499, 3.599, -4.527], [-3.633, 2.455, -3.765], [-3.781, 2.535, -2.399], [-4.579, 5.839, 1.220], [-5.417, 4.421, 1.977], [-6.082, 5.128, 0.451], [-2.394, 3.350, 1.776], [-1.765, 4.321, 0.310], [-2.128, 2.563, 0.193], [-3.564, 5.862, -1.899], [-3.379, 5.756, -4.493], [-3.423, 3.613, -5.605], [-3.593, 1.474, -4.265], [-3.960, 1.589, -1.814]], "mol_weight_g_mol": 872.17, "charge": 0, "homo_energy_ev": -7.07, "energy_ev": -66394.0626, "orbital_gap_ev": 7.06}

***

(3)
{"formula": "C15H18Co2NO6", "method": "wB97M-V/def2-TZVPD", "elements": ["C", "C", "N", "C", "C", "C", "C", "H", "H", "H", "H", "H", "H", "H", "H", "H", "H", "H", "H", "H", "H", "H", "O", "C", "Co", "C", "O", "C", "O", "C", "C", "C", "Co", "C", "O", "C", "O", "C", "O", "H", "H", "H"], "positions_angstrom": [[-1.398, -1.210, -3.573], [-1.111, -1.195, -2.091], [-0.535, 0.059, -1.403], [0.973, 0.269, -1.745], [1.334, 0.062, -3.202], [-1.248, 1.391, -1.764], [-2.644, 1.266, -2.333], [-1.659, -2.255, -3.793], [-2.267, -0.595, -3.830], [-0.540, -0.963, -4.200], [-2.043, -1.413, -1.560], [-0.389, -1.982, -1.824], [1.192, 1.298, -1.439], [1.551, -0.403, -1.099], [2.304, 0.531, -3.406], [1.460, -0.995, -3.458], [0.626, 0.518, -3.904], [-1.235, 1.952, -0.822], [-0.579, 1.909, -2.454], [-3.243, 2.118, -2.003], [-2.613, 1.313, -3.422], [-3.175, 0.368, -2.024], [2.046, -3.797, 2.959], [1.807, -2.683, 3.124], [1.436, -0.995, 3.533], [-0.186, -1.227, 4.243], [-1.176, -1.377, 4.811], [2.409, -1.347, 4.973], [2.985, -1.574, 5.946], [1.399, -0.502, 1.604], [0.319, 0.036, 0.969], [-0.741, -0.245, 0.024], [0.835, 1.070, 2.323], [-0.746, 1.662, 2.834], [-1.737, 2.082, 3.255], [1.689, 2.591, 2.080], [2.211, 3.624, 2.069], [1.436, 0.932, 4.088], [1.671, 1.565, 5.047], [2.285, -0.797, 1.042], [-1.670, 0.253, 0.340], [-1.039, -1.316, 0.086]], "mol_weight_g_mol": 426.18, "charge": -1, "homo_energy_ev": -0.98, "de_lowest_kj_mol": 423.76, "energy_ev": -104869.9716, "orbital_gap_ev": 3.16}